Record 1
C10H22MnN2O4S as an isolated structure, computed with the ωB97M-V functional and the def2-TZVPD basis.

```
! wB97M-V def2-TZVPD RIJCOSX def2/J DEFGRID3
* xyz 2 2
Mn 0.08777 0.64341 0.25152
S -0.30679 2.23124 1.81761
O -0.55097 -1.18140 0.90829
O -1.46950 0.35427 -1.04819
O 1.00808 1.12793 -1.46343
O 1.90787 -0.25711 0.55336
N -1.42351 3.67897 3.68566
N -2.18818 1.51929 3.58524
C 0.53312 -1.93179 1.50429
C -1.39995 2.48686 3.12688
C 0.06537 1.34657 -2.54146
C -1.02320 0.30162 -2.42615
C 2.88794 0.21781 -0.39553
C -2.28930 -0.76275 -0.62111
C 2.21396 0.38002 -1.74426
C -1.39020 -1.85296 -0.05880
C -2.27834 4.04893 4.80899
C 1.78947 -1.69336 0.68718
H -2.08145 5.08564 5.06115
H -1.96451 -2.63329 0.44100
H -2.81133 1.65574 4.36542
H 3.21852 1.18306 -0.01474
H -0.64323 -0.70090 -2.64384
H -2.05313 3.43558 5.68245
H -0.79895 4.36805 3.29629
H 0.57697 1.31782 -3.50210
H 1.94320 -0.57949 -2.19435
H 0.65355 -1.52245 2.50639
H 3.73925 -0.46046 -0.43203
H -3.33085 3.95416 4.53902
H -2.94557 -0.36745 0.15243
H 0.26754 -2.98557 1.57425
H -2.14706 0.61043 3.16109
H -1.86414 0.51779 -3.08517
H 2.83817 0.94145 -2.43919
H -0.76599 -2.30913 -0.83330
H 1.72057 -2.14520 -0.30694
H -2.89716 -1.11626 -1.45289
H 2.67280 -2.08264 1.19416
H -0.33938 2.34517 -2.38281
*
```

The gap between HOMO and LUMO (spin up / spin down) comes out at 8.66 / 9.57 eV. The value obtained for the electronic energy is -2353.2949 hartree. As for the HOMO energy (spin up / spin down): -14.84 / -15.27 eV.

Record 2
A 2-piece molecular cluster, C4H11O2S overall at a distorted geometry, computed with the ωB97M-V functional and the def2-TZVPD basis.

```
! wB97M-V def2-TZVPD RIJCOSX def2/J DEFGRID3
* xyz 1 1
S 0.41958 -1.30862 0.58234
O -0.57135 3.36350 -0.14477
O 1.06798 -2.12818 1.57140
C -0.52493 2.34588 -0.94595
C 1.51078 -1.05973 -0.68802
C 0.04044 0.40832 1.29101
C -1.13354 -1.87829 -0.07546
H -1.22761 -1.35405 -1.02559
H 0.43433 0.43323 2.27752
H 2.42465 -0.69385 -0.16155
H -0.94970 4.23285 -0.61630
H 1.17116 -0.25096 -1.23458
H 1.65324 -1.95538 -1.22232
H -1.03009 2.60553 -1.87934
H -0.97595 -2.86998 -0.29642
H -1.89630 -1.74432 0.59880
H -0.94491 0.71970 1.23733
H 0.53221 1.13435 0.73190
*
```

The gap between HOMO and LUMO comes out at 9.61 eV. The value obtained for the electronic energy is -707.2285 hartree. As for the HOMO energy: -12.81 eV.

Record 3
C2H4N2O2 in the gas phase at a distorted geometry, computed with the ωB97M-V functional and the def2-TZVPD basis.

```
! wB97M-V def2-TZVPD RIJCOSX def2/J DEFGRID3
* xyz 0 1
O 1.84855 -1.48638 1.04264
O 0.43033 2.13429 -0.31530
N -1.01815 0.17340 -0.39456
N 1.08481 1.05379 0.07414
C 0.76038 -1.33292 0.49645
C 0.32444 0.01100 0.03237
H -1.63828 0.46165 0.37561
H -1.43669 -0.60945 -0.92278
H 0.08400 -2.19670 0.30139
H -0.43941 1.79132 -0.68995
*
```

The gap between HOMO and LUMO comes out at 9.64 eV. The value obtained for the electronic energy is -338.5159 hartree. The SMILES is N/C(C=O)=N\O. As for the HOMO energy: -9.80 eV.

Record 4
A 4-piece molecular cluster, C20H41NO16P4S overall at a distorted geometry, computed with the ωB97M-V functional and the def2-TZVPD basis.

```
! wB97M-V def2-TZVPD RIJCOSX def2/J DEFGRID3
* xyz 0 1
S 3.82489 -1.00110 -4.37698
P -3.17969 2.43824 2.92459
P 9.52126 -1.42685 -3.46253
P 3.84818 -2.50336 -3.09534
P -9.18705 5.51727 3.87758
O 10.27789 -0.20997 -4.19663
O -9.66685 6.85750 4.62975
O 4.80860 -5.67003 -4.13753
O -3.90379 1.15952 3.58855
O 8.15684 -1.12209 -2.92883
O -4.10061 3.38058 2.21516
O 10.58913 -1.90254 -2.35182
O -7.84712 5.98820 3.12064
O -10.21009 4.85061 3.01252
O 9.58472 -2.60448 -4.55765
O -0.34855 -5.24968 -5.46216
O -1.09238 -2.05340 0.27040
O -8.62486 4.60489 5.08248
O -2.34427 3.06094 4.15198
O -2.03486 1.77452 2.00865
O -0.02932 -1.04092 -1.74060
N 0.04027 -7.74663 -3.45764
C -10.94708 7.35691 4.30828
C 2.54003 -6.77889 -3.33989
C 0.95973 -0.58168 0.79692
C -7.03258 4.97322 2.57274
C -4.90205 1.43113 4.55157
C -2.44752 4.45221 4.36518
C 1.34862 -3.89499 -3.96719
C 9.54825 0.98225 -4.39150
C -2.46319 0.91397 0.97432
C 2.17480 -1.71500 0.98817
C 3.52606 -5.49865 -3.76641
C 9.23269 -3.90095 -4.12278
C -9.57950 4.12867 6.00962
C 2.79757 -4.00071 -3.64334
C -0.12347 -1.25651 -0.25908
C 10.84357 -0.99854 -1.29553
C 0.46568 -2.51835 -3.85492
C 1.07542 -6.67572 -3.72199
C 0.58547 -5.29287 -4.47527
C -0.04315 -2.41136 -2.28348
H 3.17982 -1.07421 0.99386
H 9.44196 1.50732 -3.43726
H 9.01279 -4.51919 -4.99716
H 1.34588 0.41789 0.31302
H 2.91354 -7.73451 -2.77215
H 8.56213 0.77180 -4.81643
H 0.39894 -0.34904 1.80853
H -1.09306 -2.94010 -2.20581
H -1.66899 4.75748 5.06912
H 8.34895 -3.87328 -3.47870
H -11.71338 6.72153 4.76284
H -0.85174 -7.23971 -3.20120
H 11.30664 -1.54564 -0.46973
H -0.52455 -2.64623 -4.50300
H 1.99656 -2.27996 2.00925
H -2.71143 -0.06461 1.39299
H 3.59574 -2.07053 -1.72278
H -9.83358 4.92241 6.71640
H 5.24403 -2.96325 -3.08925
H -11.04068 8.36779 4.71348
H 0.70526 -3.08157 -1.64256
H 10.09972 1.62087 -5.08638
H -7.63730 4.20905 2.07580
H 9.91619 -0.54229 -0.93646
H -6.35659 5.42040 1.83911
H -11.08895 7.39953 3.22415
H 0.34204 -8.22851 -2.56177
H -10.48463 3.78450 5.50030
H 2.15636 -2.52944 0.13559
H 10.07168 -4.34446 -3.58064
H -2.30899 5.00223 3.42947
H -1.64831 0.79256 0.25573
H -5.52188 0.53883 4.67529
H -3.42565 4.68550 4.79692
H -5.54137 2.25966 4.23228
H -3.33337 1.32594 0.45503
H 11.53001 -0.21928 -1.63565
H 0.99107 -1.55271 -4.25537
H -9.14613 3.28809 6.55855
H -6.43684 4.51512 3.36631
H -4.43358 1.67470 5.50830
*
```

The gap between HOMO and LUMO comes out at 6.60 eV. The value obtained for the electronic energy is -3808.7880 hartree. The SMILES is CCC(=O)OCCC1=C([PH2]=S)C(=O)C=C(N)C1=O.COP(=O)(OC)OC.COP(=O)(OC)OC.COP(=O)(OC)OC. As for the HOMO energy: -8.67 eV.

Number 1: molar mass 321.30 g mol⁻¹. Number 2: molar mass 123.20 g mol⁻¹. Number 3: molar mass 88.07 g mol⁻¹. Number 4: molar mass 707.50 g mol⁻¹.